[1]
ORCA calculation (ωB97M-V/def2-TZVPD) on a structure of composition C5H8O.

ΔE to the lowest compared entry with this formula, charge and spin = 5.375 eV
M = 84.1 g mol⁻¹
2S+1 = 1
HOMO level = -8.645 eV
Charge = 0

Structure (XYZ):
```
14
Properties=species:S:1:pos:R:3:forces:R:3
O -0.823596 -0.800283 -1.933828 0.1 0.0 -0.1
C -0.118842 -0.258927 -0.971887 0.2 0.1 0.0
C 1.019833 0.690688 -0.865181 0.0 0.1 -0.1
C 0.967616 -0.545234 0.031468 0.1 -0.2 0.0
C 0.112140 -0.263767 1.247684 0.1 0.0 0.1
C -1.142019 0.220926 0.482016 -0.1 0.2 0.2
H -1.394924 -0.298741 -0.808648 -0.2 0.0 0.1
H 1.675344 0.603093 -1.729264 -0.1 0.0 0.1
H 0.951215 1.691552 -0.440983 0.0 -0.2 -0.1
H 1.730403 -1.316476 -0.014315 -0.1 0.1 0.0
H -0.102492 -1.177101 1.808355 0.0 0.1 -0.1
H 0.512242 0.487130 1.938678 -0.1 -0.1 -0.1
H -2.048576 -0.326774 0.773153 0.1 0.0 -0.1
H -1.338345 1.293913 0.482751 0.0 -0.2 0.0
```
Positions in Å, forces in eV/Å.

***

[2]
ORCA calculation (ωB97M-V/def2-TZVPD) on a cluster of 2 separate species, C3H5BrN2 in total.

ΔE to the lowest compared entry with this formula, charge and spin = 1.650 eV
M = 149.0 g mol⁻¹
2S+1 = 3
HOMO level (spin up / spin down) = -9.327 / -9.194 eV
Charge = 0

Structure (XYZ):
```
11
Properties=species:S:1:pos:R:3:forces:R:3
C 0.415241 1.170705 -0.190593 0.2 0.3 -0.2
C -0.161320 0.029899 -0.498764 -0.4 -0.3 0.2
C -0.967989 -0.793859 0.505364 1.1 1.3 0.6
N -1.702803 -1.753596 -0.119425 -3.4 -0.9 -1.2
N -3.562350 -1.251601 -0.434192 3.1 -2.4 -0.6
Br -3.949198 0.213154 0.362616 -0.4 1.9 1.1
H 0.997544 1.704494 -0.924201 0.1 0.1 -0.1
H 0.351762 1.614698 0.789313 -0.1 0.0 0.2
H -0.090952 -0.409979 -1.481766 0.1 0.0 -0.2
H -0.232354 -1.347361 1.116731 -0.2 0.1 0.1
H -1.526913 -0.111596 1.171802 -0.1 -0.1 0.0
```
Positions in Å, forces in eV/Å.

***

[3]
ORCA calculation (ωB97M-V/def2-TZVPD) on a structure of composition C5H11NO2.

ΔE to the lowest compared entry with this formula, charge and spin = 5.488 eV
M = 117.1 g mol⁻¹
2S+1 = 1
HOMO level = -9.484 eV
Charge = 0

Structure (XYZ):
```
19
Properties=species:S:1:pos:R:3:forces:R:3
C 0.189544 1.934557 -1.273537 -0.5 0.1 4.8
C 0.249283 0.477985 -0.747917 0.2 -0.7 -0.8
C -0.182598 -0.826488 1.198158 2.1 -0.6 1.7
C 0.398446 -2.141793 0.519200 -0.9 -0.6 -0.9
C -1.541262 -1.341438 0.944888 0.1 0.0 -2.5
H 0.886255 3.350121 0.256947 2.4 -2.2 -4.5
H 2.121472 2.210233 -0.861611 -1.6 2.3 0.9
H -0.832028 2.238002 -0.883292 1.2 0.3 -0.7
H 0.136193 1.771037 -2.266692 -0.1 0.1 -3.6
H 1.150288 -0.135631 -1.088416 -1.0 0.9 0.0
H -0.683600 0.064610 -1.164267 0.4 -0.4 -0.3
H -0.024463 -0.823468 2.308716 0.5 0.7 -0.9
H 1.331856 -2.345513 -0.158779 -2.0 1.5 0.5
H 0.499388 -3.031174 1.127007 -0.1 0.2 1.1
H -2.361746 -0.701605 0.528395 0.9 -0.4 0.3
H -1.811879 -1.728916 1.896918 -1.0 -1.4 0.4
N 1.281883 2.917282 -0.898024 -1.4 -1.2 3.4
O 0.165888 0.360349 0.639119 0.8 2.1 0.9
O -0.972919 -2.248151 -0.076814 -0.2 -0.6 0.2
```
Positions in Å, forces in eV/Å.

***

[4]
ORCA calculation (ωB97M-V/def2-TZVPD) on a structure of composition C3H13N5.

ΔE to the lowest compared entry with this formula, charge and spin = 3.774 eV
M = 119.2 g mol⁻¹
2S+1 = 1
HOMO level = -6.309 eV
Charge = 0

Structure (XYZ):
```
21
Properties=species:S:1:pos:R:3:forces:R:3
C 0.728752 0.373693 -0.536045 4.5 -1.4 -0.3
C -1.671588 0.036664 0.477722 2.2 -0.6 1.3
C 2.681142 -0.394242 -0.016236 -1.7 0.9 -1.3
N 0.278804 -0.021117 0.673039 -5.3 0.4 1.4
N 0.902778 1.747917 -0.681065 -0.6 1.2 -0.4
N 0.308455 -0.240784 -1.708360 0.0 -0.3 -0.6
N -2.184304 0.362380 1.750939 -0.5 0.2 0.1
N -2.063482 -1.231923 -0.022754 0.1 -0.5 -0.4
H 0.424398 -0.990960 0.919873 0.1 0.0 -0.5
H -1.877416 0.824219 -0.242588 0.4 0.0 0.0
H 1.539835 2.084258 -1.393456 -0.2 -0.4 0.2
H 0.947744 2.311877 0.158018 0.1 -0.6 0.0
H 0.028997 0.320958 -2.502188 0.1 -0.2 0.4
H -0.031253 -1.196454 -1.661806 0.1 0.6 0.0
H -1.855696 1.234217 2.152486 0.1 -0.4 -0.1
H -2.248529 -0.389854 2.431458 0.3 0.3 -0.3
H -1.777847 -2.041228 0.519066 -0.2 0.4 0.1
H -3.021255 -1.325540 -0.365278 0.4 0.2 0.3
H 3.075048 0.215300 0.793895 -0.1 0.0 0.0
H 3.179006 -0.224687 -0.969727 0.3 0.0 0.1
H 2.636410 -1.454692 0.223005 -0.1 0.0 0.0
```
Positions in Å, forces in eV/Å.

***

[5]
ORCA calculation (ωB97M-V/def2-TZVPD) on a cluster of 12 separate species, ClH22O15 in total.

M = 297.6 g mol⁻¹
2S+1 = 2
HOMO level (spin up / spin down) = -10.897 / -10.893 eV
Charge = 0

Structure (XYZ):
```
38
Properties=species:S:1:pos:R:3:forces:R:3
Cl -0.160639 0.292650 -0.276791 0.8 -2.8 0.9
O -1.555328 0.133728 0.212232 1.2 0.8 -1.0
O 0.701713 0.777636 0.724407 -0.2 0.9 0.9
O 0.337674 -1.025738 -0.643511 -1.0 1.0 -0.6
O -0.150352 1.217561 -1.373610 -0.9 0.1 -0.6
O 0.797732 4.226899 0.528073 0.1 0.1 -0.3
H -0.107813 4.005147 0.311175 -0.3 0.0 0.0
H 1.110678 3.482344 1.041830 0.1 -0.2 0.4
O -0.730100 2.265556 3.430516 0.3 0.2 -0.2
H -0.970557 1.433279 3.023422 -0.1 -0.4 0.2
H -1.562689 2.721003 3.555451 -0.2 0.1 0.1
O -0.994334 -4.169618 -0.538277 0.0 0.0 0.3
H -1.605550 -4.073758 -1.268647 -0.2 0.0 -0.2
H -0.298131 -3.539407 -0.723667 0.2 0.2 0.0
O 3.468113 1.371611 -1.292657 -0.1 0.1 -0.3
H 2.645018 1.591126 -0.856131 -0.1 0.3 0.4
H 3.611170 0.448260 -1.084822 0.1 -0.3 0.1
O -2.420649 -0.572789 3.157905 0.2 0.3 0.3
H -2.619309 -0.186401 2.304980 -0.4 0.0 -0.3
H -2.059467 -1.435099 2.952462 0.1 -0.2 0.1
O 1.934066 1.220539 -4.078032 0.0 0.6 -0.2
H 1.569843 0.343507 -4.197954 0.0 -0.7 -0.2
H 1.658674 1.476474 -3.197763 0.2 0.3 0.3
O 0.857353 -1.169989 3.131439 -0.4 -0.3 0.1
H 0.393732 -1.133852 2.294793 -0.1 -0.1 -0.2
H 1.253937 -2.041008 3.148613 0.1 -0.3 0.1
O -3.910867 -1.934958 0.917430 0.0 0.2 -0.2
H -2.994746 -2.195398 0.821860 0.2 -0.3 -0.2
H -4.194202 -2.348799 1.732718 -0.2 -0.1 0.3
O -1.687363 1.075590 -4.088692 -0.2 0.1 0.1
H -1.304179 0.803017 -4.922420 0.1 0.0 -0.3
H -1.286576 0.497149 -3.439848 0.1 -0.1 0.1
O 1.185370 -1.413532 -3.792667 -0.2 0.0 0.0
H 1.100499 -2.345646 -3.993188 0.0 -0.2 -0.3
H 0.908240 -1.338296 -2.879562 0.0 0.0 0.5
O 2.552306 0.853224 3.105299 0.6 0.7 -0.2
H 1.680277 0.659416 2.761462 0.0 -0.1 0.3
H 2.846456 0.028574 3.492171 -0.1 -0.1 0.1
```
Positions in Å, forces in eV/Å.

***

[6]
ORCA calculation (ωB97M-V/def2-TZVPD) on a structure of composition C21H58BBeN20O19.

M = 914.6 g mol⁻¹
2S+1 = 1
HOMO level = -11.427 eV
Charge = +1

Structure (XYZ):
```
120
Properties=species:S:1:pos:R:3:forces:R:3
Be 13.899842 16.490051 12.363353 -0.9 -1.4 0.5
O 11.936141 9.736820 9.988371 -1.5 0.4 -0.7
C 11.225692 10.467635 9.310849 5.7 -1.0 0.1
O 10.040449 10.810403 9.432040 -3.4 -0.6 1.5
B 9.723012 11.920831 8.614809 0.9 1.8 -1.0
O 10.916066 12.077473 7.643691 -0.3 -0.4 1.1
C 11.844957 11.319119 8.158513 1.2 -0.5 -0.9
O 13.012299 11.259565 7.788146 -1.1 0.3 0.5
O 9.663525 13.154384 9.431775 0.0 -0.1 -0.4
C 8.515599 13.774344 9.179361 -0.5 -0.9 0.9
O 8.118645 14.687904 9.847056 0.0 0.4 -0.8
C 7.758997 12.890347 8.097715 -2.2 1.3 -1.1
O 8.517893 11.818125 7.914573 -1.2 -0.1 -0.7
O 6.700146 13.139285 7.538398 2.6 -0.5 1.5
C 14.256639 18.459417 10.770670 0.5 0.9 2.2
O 14.556125 17.796470 11.850855 -0.2 1.3 -1.5
N 14.087102 17.890566 9.607998 0.0 1.4 0.9
N 14.181086 19.826606 10.934965 -0.6 -0.5 -2.3
H 14.410166 16.971393 9.472580 0.0 -1.5 -0.3
H 13.955007 18.447947 8.783689 -0.1 0.1 -1.0
H 14.036642 20.129667 11.869525 -0.1 0.2 0.6
H 13.819468 20.443767 10.165140 0.6 -1.1 1.3
C 12.881440 16.741270 14.933071 0.4 0.2 0.3
O 12.853880 16.718383 13.678846 1.0 0.1 -1.4
N 11.986433 16.010697 15.582276 0.1 0.6 1.6
N 13.787143 17.428373 15.679203 -1.3 0.0 -1.5
H 12.015650 16.105204 16.592471 -0.4 -0.3 -0.3
H 11.184941 15.574003 15.087683 0.2 -0.2 -0.1
H 14.451768 18.106057 15.230689 -0.8 -1.1 1.0
H 13.387483 17.587508 16.588488 0.9 0.5 0.3
C 17.471338 10.045384 13.464989 2.3 0.5 0.0
O 17.985200 11.115866 13.117827 -0.2 -0.7 0.2
N 18.230591 8.915427 13.809422 -2.7 -1.0 0.7
N 16.132980 9.908245 13.545082 -1.1 0.3 0.2
H 19.250804 8.865766 13.764300 -1.0 0.3 0.0
H 17.633721 8.139994 14.263624 2.1 1.6 -1.1
H 15.701187 8.997610 13.616483 -0.3 0.1 0.0
H 15.557663 10.767365 13.493580 0.7 -1.0 -0.1
C 15.029603 12.125081 10.915246 0.5 -0.4 -2.7
O 14.814278 12.530885 12.041772 -0.2 0.2 0.8
N 15.594062 10.892538 10.609080 -0.5 0.3 0.4
N 14.868629 12.961482 9.762718 -1.1 0.0 1.7
H 15.161098 10.354271 9.877599 -0.1 0.4 -0.6
H 15.800306 10.257889 11.373525 -0.1 0.5 0.3
H 14.742358 12.497007 8.874461 0.2 -0.3 0.1
H 14.139882 13.699340 9.862674 0.9 -0.7 0.2
C 11.687189 16.091901 10.699027 -0.7 -1.2 -0.8
O 12.822500 15.790266 11.163007 1.4 0.6 0.7
N 10.710065 16.564463 11.464106 -2.4 1.2 1.7
N 11.385710 15.819610 9.421404 -0.9 -0.3 -0.4
H 10.788570 16.525854 12.494183 0.3 -0.1 -1.0
H 9.719389 16.789058 11.156785 2.1 -0.7 0.0
H 12.147844 15.434145 8.813241 -1.0 0.5 0.5
H 10.356484 15.705677 9.206978 2.1 0.2 0.1
C 13.258044 7.776152 12.446780 -0.9 1.7 0.2
O 14.385365 7.444601 12.791065 -0.6 0.2 0.2
N 12.485085 7.086129 11.572940 -0.4 -0.8 -1.5
N 12.593847 8.938337 12.895337 0.5 0.0 1.5
H 11.892180 7.503195 10.829641 0.6 0.2 1.3
H 13.012590 6.334183 11.190218 0.3 -0.7 -0.3
H 11.591655 9.013477 12.682877 0.8 -0.2 0.1
H 12.797399 9.163308 13.892729 -0.1 -0.2 -1.4
C 11.282374 13.872518 13.490776 -1.6 -0.3 -0.3
O 10.425366 14.674742 14.019798 2.3 -2.0 -1.1
N 12.463021 13.429527 14.034565 -0.6 1.0 1.4
N 10.994728 13.252555 12.309036 -0.5 1.2 0.7
H 12.458088 13.514015 15.060676 0.7 -0.1 -1.0
H 13.152310 12.861987 13.526867 -0.7 0.3 0.4
H 11.739828 12.823118 11.811262 0.3 -0.4 -0.4
H 10.211056 13.621795 11.797081 0.0 0.0 -0.3
C 14.543825 14.810595 7.239610 -1.0 1.1 2.5
O 13.810526 15.361517 8.175670 3.0 -0.9 -2.8
N 14.191434 13.642513 6.729794 0.0 -0.4 -0.5
N 15.736674 15.338903 6.727757 -1.2 0.0 0.7
H 14.742470 13.322089 5.965568 0.1 -0.5 -0.4
H 13.499878 12.986064 7.100061 0.0 0.4 0.0
H 16.108269 16.151697 7.186485 -0.1 0.0 0.1
H 16.421617 14.766630 6.243149 -0.5 0.1 0.3
C 17.064163 18.988426 15.604495 0.7 -0.3 0.2
O 16.074892 18.308056 15.782379 -0.8 0.0 0.7
N 17.729167 19.555512 16.670247 -1.5 -0.7 0.6
N 17.563213 19.041541 14.360281 0.8 0.7 -0.7
H 17.131966 19.652126 17.492786 0.2 -0.4 -0.5
H 18.337371 20.318164 16.624526 1.1 1.1 -0.8
H 17.092549 18.546643 13.614781 0.0 0.2 0.4
H 18.453509 19.444863 14.165855 0.3 0.2 -0.1
C 13.025927 19.918240 5.212697 1.5 0.3 1.8
C 12.801003 18.705847 6.082798 -0.6 -0.2 1.5
C 12.011869 17.529538 5.432348 1.3 -0.5 -1.5
O 11.224637 16.803292 6.368275 0.7 0.8 0.0
C 10.250084 15.957434 5.826783 -0.6 -0.8 -0.5
N 14.054721 18.275811 6.848655 -3.3 0.2 -0.2
H 13.423793 19.761050 4.238451 1.0 -0.3 -0.6
H 13.580215 20.692064 5.855195 -0.6 -1.0 -1.3
H 12.074063 20.281463 5.031633 -2.0 1.1 -0.3
H 12.129340 19.093348 6.858616 -0.1 -0.2 0.1
H 12.879546 16.887381 5.036262 -1.3 0.2 0.1
H 11.382364 17.822696 4.515794 0.8 0.0 1.4
H 9.777890 15.405181 6.651159 0.4 0.0 -0.1
H 10.623602 15.239485 5.071190 0.2 0.2 0.5
H 9.415874 16.465797 5.335437 0.1 0.5 0.0
H 14.839881 18.633013 6.397705 1.6 0.2 -1.1
H 13.992970 17.273658 6.871883 0.6 -0.4 0.1
C 16.233976 15.258869 14.887311 -0.9 -0.3 -0.8
C 16.495217 15.670345 13.449471 0.5 -1.8 -0.5
C 17.688553 14.822292 12.916397 -0.8 0.9 -0.2
O 17.818026 15.180650 11.506064 0.3 -2.3 1.1
C 18.405726 13.995519 10.871793 -0.6 0.6 1.2
N 15.310447 15.330481 12.574518 -0.8 0.7 0.3
H 17.031251 15.461284 15.541012 1.1 0.8 0.8
H 16.232557 14.199584 14.828862 -0.2 -1.4 0.2
H 15.298795 15.537903 15.369522 0.1 0.5 -0.4
H 16.933471 16.650607 13.335354 -1.1 0.7 -0.2
H 17.499914 13.703846 13.066392 0.5 1.5 -0.1
H 18.566340 15.244083 13.435067 0.0 -0.9 0.0
H 19.476541 14.063969 10.887640 0.6 -0.2 0.3
H 18.085098 14.035363 9.888064 -0.5 0.0 -2.1
H 18.020393 13.060299 11.317908 0.4 0.4 -0.1
H 14.989524 14.359792 12.784942 0.4 0.8 -0.2
H 15.649712 15.274745 11.603992 0.2 -0.1 0.4
```
Positions in Å, forces in eV/Å.